Record 1
Here is a molecular structure, C28H21F3HfN10O5S from OMol25. Energies are from ωB97M-V/def2-TZVPD.

Each line ends with the Mulliken charge.
Positions of all 69 atoms, in Å:
Hf  0.410  -0.290  0.124  1.872
O  3.100  -3.025  -1.958  -0.740
C  2.184  -2.283  -1.636  0.535
N  1.941  -1.719  -0.434  0.300
C  2.841  -2.001  0.638  0.635
C  3.477  -3.220  0.848  -0.834
C  4.279  -3.386  1.966  -0.653
C  4.444  -2.350  2.876  -0.743
C  3.798  -1.141  2.676  -0.770
C  2.996  -0.968  1.557  0.339
N  2.210  0.196  1.314  0.004
C  2.818  1.384  1.513  0.135
O  3.978  1.601  1.833  -0.712
C  1.896  2.569  1.360  0.339
C  2.366  3.855  1.597  -0.845
C  1.465  4.901  1.546  -0.336
C  0.126  4.627  1.288  -1.276
C  -0.243  3.316  1.051  -0.127
N  0.630  2.310  1.060  0.257
C  1.161  -1.924  -2.684  0.131
C  1.203  -2.549  -3.922  -0.834
C  0.213  -2.263  -4.841  -0.387
C  -0.795  -1.378  -4.484  -1.110
C  -0.755  -0.800  -3.230  -0.160
N  0.220  -1.044  -2.352  0.426
H  3.350  -4.022  0.139  0.470
H  4.775  -4.335  2.124  0.386
H  5.072  -2.483  3.747  0.383
H  3.916  -0.328  3.377  0.458
H  3.414  3.982  1.825  0.540
H  1.791  5.917  1.726  0.436
H  -0.619  5.410  1.282  0.434
H  -1.279  3.045  0.881  0.741
H  2.005  -3.247  -4.113  0.553
H  0.213  -2.735  -5.815  0.442
H  -1.607  -1.144  -5.158  0.454
H  -1.550  -0.148  -2.897  0.280
N  -2.958  0.619  -0.563  -0.270
N  -2.838  1.883  -1.112  -0.243
C  -1.655  2.292  -1.586  0.309
N  -1.607  3.470  -2.208  -0.397
N  -0.600  1.500  -1.326  -0.005
N  0.618  1.863  -1.813  0.942
O  1.496  1.127  -1.346  -0.572
O  0.838  2.771  -2.579  -0.845
H  -3.770  0.131  -0.905  0.234
H  -2.847  0.608  0.445  0.266
H  -3.597  2.549  -1.073  0.160
H  -2.463  3.942  -2.440  0.203
H  -0.733  3.791  -2.590  0.174
O  0.287  -1.643  2.174  -0.345
S  -0.781  -0.756  2.714  0.068
N  -1.161  0.305  1.756  -0.508
F  -4.646  -8.552  -0.487  -0.253
C  -5.264  -7.437  -0.924  0.805
F  -5.644  -7.666  -2.192  -0.288
F  -6.391  -7.317  -0.191  -0.255
C  -4.388  -6.226  -0.795  0.317
C  -3.913  -5.878  0.464  -0.869
C  -3.113  -4.763  0.617  -0.543
C  -2.772  -3.976  -0.488  0.086
C  -3.249  -4.345  -1.747  -0.693
C  -4.054  -5.462  -1.902  -0.498
C  -1.944  -2.816  -0.337  0.671
C  -1.221  -1.842  -0.232  -0.463
H  -4.170  -6.481  1.326  0.374
H  -2.735  -4.489  1.593  0.466
H  -2.976  -3.746  -2.606  0.497
H  -4.417  -5.737  -2.882  0.447

Output
LUMO (eV): -1.263
Gap between HOMO and LUMO (eV): 6.051
Net charge: 0
Energy above the lowest of the compared OMol25 structures with the same formula, charge and spin (kcal/mol): 13.9

---

Record 2
Here is a molecular structure, C28H22AsF6N3O6S3Ta from OMol25. Energies are from ωB97M-V/def2-TZVPD.

Each line ends with the Mulliken spin population.
Positions of all 70 atoms, in Å:
Ta  2.227  1.023  0.500  0.967
N  3.443  -0.409  -0.799  0.042
C  4.387  -0.944  0.156  -0.008
C  5.715  -0.769  -0.146  -0.021
C  6.677  -1.253  0.742  0.004
C  6.265  -1.934  1.872  -0.001
C  4.918  -2.135  2.157  0.001
C  3.940  -1.586  1.333  -0.008
C  2.480  -1.743  1.606  0.043
C  1.960  -3.127  1.548  0.015
C  0.654  -3.402  1.460  -0.009
C  -0.380  -2.440  1.845  -0.007
C  0.234  -0.996  2.098  -0.117
C  1.592  -0.710  1.510  0.060
H  3.907  0.008  -1.599  0.008
H  2.805  -1.149  -1.125  0.009
H  6.049  -0.182  -0.981  -0.002
H  7.730  -1.071  0.530  0.000
H  7.037  -2.292  2.497  0.000
H  4.657  -2.539  3.135  0.000
H  2.680  -3.907  1.408  0.000
H  0.402  -4.418  1.117  -0.001
H  -0.883  -2.780  2.763  0.000
H  0.292  -0.731  3.165  -0.008
O  -1.818  -0.322  -0.774  0.004
S  -2.527  1.076  -1.054  -0.002
O  -3.824  0.613  -1.390  0.000
O  -2.354  2.063  -0.045  0.000
C  -1.760  1.692  -2.556  0.001
C  -2.670  1.681  -3.615  0.000
C  -2.417  2.330  -4.819  0.000
C  -1.215  2.972  -4.945  0.000
C  -0.273  2.998  -3.911  -0.001
C  -0.504  2.304  -2.716  0.002
S  0.816  2.394  -1.528  -0.004
O  1.373  3.699  -1.657  0.001
O  1.893  1.360  -1.763  -0.009
O  0.401  1.925  -0.149  0.018
H  -3.576  1.092  -3.481  0.000
H  -3.145  2.344  -5.592  0.000
H  -0.999  3.487  -5.900  0.000
H  0.650  3.552  -4.073  0.000
S  -3.955  -2.626  -0.103  0.002
C  -2.833  -1.892  0.896  -0.002
C  -3.100  -0.832  1.780  0.002
C  -1.999  -0.103  2.131  0.003
N  -0.807  -0.110  1.431  0.021
C  -0.919  -0.834  0.172  -0.001
C  -1.384  -2.247  0.680  0.004
C  -5.556  -1.859  0.194  0.000
C  -6.241  -2.021  1.382  0.000
C  -7.417  -1.328  1.547  0.000
N  -7.978  -0.574  0.614  0.000
C  -7.389  -0.459  -0.586  0.000
C  -6.174  -1.113  -0.845  0.000
H  -4.095  -0.676  2.206  0.000
H  -1.997  0.487  3.052  0.001
H  0.080  -0.856  -0.271  -0.027
H  -1.218  -3.026  -0.050  -0.001
H  -5.797  -2.606  2.175  0.000
H  -7.978  -1.382  2.494  0.000
H  -7.932  0.175  -1.337  0.000
H  -5.657  -0.946  -1.767  0.000
F  2.764  2.161  1.902  0.009
As  5.116  4.175  0.938  0.004
F  4.425  3.132  -0.221  0.007
F  6.139  2.836  1.330  -0.001
F  6.258  5.092  0.178  0.000
F  5.042  4.465  2.538  0.000
F  3.767  5.193  0.719  0.000

Output
LUMO (alpha / beta) (eV): -7.437 / -7.449
Gap between HOMO and LUMO (alpha / beta) (eV): 6.795 / 6.965
Spin multiplicity: 2
⟨S²⟩: 0.75
Net charge: +2
Energy above the lowest of the compared OMol25 structures with the same formula, charge and spin (kcal/mol): 119.9

---

Record 3
Here is a molecular structure, C28H22Br4N3O5Ru from OMol25. Energies are from ωB97M-V/def2-TZVPD.

Each line ends with the Mulliken charge.
Positions of all 63 atoms, in Å:
Ru  -2.136  -0.220  -0.879  0.002
C  2.225  2.892  2.597  -1.022
O  2.110  2.343  1.287  -0.322
C  3.148  1.608  0.824  1.020
C  4.339  1.381  1.502  -0.629
C  5.324  0.595  0.916  -0.713
C  5.146  0.038  -0.340  -0.885
C  3.963  0.278  -1.026  0.411
C  2.971  1.049  -0.447  -0.989
N  1.737  1.285  -1.127  0.156
C  0.722  0.389  -1.084  0.174
N  0.962  -0.818  -0.565  0.260
C  0.168  -1.973  -0.665  -0.159
C  -1.202  -1.952  -0.905  0.702
C  -1.883  -3.177  -1.011  -0.657
C  -1.205  -4.366  -0.851  -1.043
C  0.166  -4.381  -0.588  -0.386
C  0.854  -3.189  -0.498  0.788
O  2.186  -3.061  -0.253  -0.359
C  2.933  -4.250  -0.020  -1.010
N  -0.486  0.667  -1.558  -0.078
C  -0.757  1.856  -2.289  0.076
C  -0.041  2.288  -3.401  -0.131
C  -0.425  3.442  -4.066  -0.684
C  -1.537  4.161  -3.646  -0.590
C  -2.287  3.719  -2.566  -0.423
C  -1.898  2.569  -1.908  0.186
O  -2.649  2.026  -0.874  -0.198
C  -2.837  2.848  0.302  -0.738
H  1.288  3.405  2.789  0.227
H  3.051  3.603  2.651  0.426
H  2.367  2.102  3.337  0.410
H  4.507  1.805  2.481  0.442
H  6.246  0.423  1.454  0.407
H  5.923  -0.564  -0.790  0.439
H  3.798  -0.125  -2.018  0.463
H  1.436  2.249  -1.178  0.411
H  1.904  -0.984  -0.228  0.331
H  -2.949  -3.184  -1.192  0.539
H  -1.740  -5.304  -0.917  0.416
H  0.679  -5.323  -0.462  0.463
H  2.916  -4.897  -0.899  0.390
H  2.544  -4.789  0.845  0.406
H  3.951  -3.930  0.177  0.250
H  0.820  1.723  -3.734  0.506
H  0.140  3.775  -4.926  0.428
H  -1.836  5.054  -4.176  0.433
H  -3.177  4.246  -2.250  0.497
H  -2.628  2.232  1.172  0.151
H  -3.865  3.204  0.322  0.227
H  -2.146  3.689  0.270  0.400
Br  -3.169  -1.730  5.702  -0.130
C  -3.376  -1.518  3.852  0.312
C  -4.539  -2.026  3.203  0.319
Br  -5.853  -2.919  4.201  -0.120
C  -4.711  -1.864  1.846  -0.441
Br  -6.204  -2.476  0.901  -0.072
C  -3.702  -1.218  1.108  0.905
O  -3.769  -0.935  -0.170  -0.847
C  -2.553  -0.725  1.750  0.070
O  -1.718  -0.055  0.984  0.021
C  -2.396  -0.861  3.136  -0.350
Br  -0.847  -0.132  3.900  -0.088

Output
LUMO (alpha / beta) (eV): -4.805 / -5.242
Gap between HOMO and LUMO (alpha / beta) (eV): 5.880 / 5.400
Net charge: +1
Energy above the lowest of the compared OMol25 structures with the same formula, charge and spin (kcal/mol): 0.0

---

Record 4
Here is a molecular structure, C28H22BrMoN6O3S2 from OMol25. Energies are from ωB97M-V/def2-TZVPD.

Each line ends with the Mulliken charge.
Positions of all 63 atoms, in Å:
Mo  -0.728  0.318  0.228  -1.946
N  -2.495  4.451  -0.712  -0.340
C  -1.989  3.376  -0.090  0.675
S  -2.799  1.779  -0.373  0.003
N  -1.006  3.429  0.727  -1.206
N  -0.767  2.195  1.359  0.962
C  -0.715  2.303  2.655  -0.738
C  -0.803  1.224  3.584  0.889
C  -0.656  1.478  4.960  -0.782
C  -0.943  0.492  5.878  -0.829
C  -1.423  -0.745  5.444  -0.569
C  -1.612  -1.019  4.097  -0.853
C  -1.277  -0.040  3.178  0.709
O  -1.429  -0.276  1.858  -0.029
H  -3.419  4.428  -1.112  0.260
H  -2.158  5.359  -0.417  0.299
H  -0.684  3.317  3.047  0.513
H  -0.325  2.455  5.290  0.464
H  -0.823  0.683  6.935  0.472
H  -1.664  -1.506  6.175  0.459
H  -2.002  -1.970  3.762  0.564
O  -1.564  -3.242  -1.812  -0.670
S  -0.934  -1.971  -1.720  0.756
O  -2.131  0.244  -2.469  -0.175
N  -0.188  -1.565  -0.362  0.932
C  0.881  -2.271  0.234  0.115
C  1.211  -3.592  0.081  -0.617
C  2.339  -4.088  0.771  -0.989
C  3.104  -3.277  1.565  -0.805
C  2.775  -1.906  1.721  0.585
C  3.528  -0.974  2.463  -0.688
C  3.138  0.342  2.484  -1.269
C  1.978  0.733  1.808  -0.238
N  1.219  -0.124  1.131  1.174
C  1.634  -1.426  1.060  0.457
C  0.090  -1.673  -3.091  0.982
C  -0.359  -2.182  -4.312  -0.563
C  0.434  -1.993  -5.430  -0.842
C  1.652  -1.333  -5.316  -0.485
C  2.094  -0.851  -4.086  -0.996
C  1.310  -1.012  -2.958  -0.079
H  0.623  -4.253  -0.542  0.602
H  2.597  -5.132  0.658  0.470
H  3.972  -3.672  2.077  0.494
H  4.415  -1.297  2.994  0.518
H  3.707  1.091  3.017  0.509
H  1.669  1.767  1.814  0.750
H  -1.292  -2.726  -4.380  0.497
H  0.111  -2.377  -6.388  0.467
H  2.274  -1.207  -6.192  0.462
H  3.060  -0.371  -4.010  0.512
H  1.655  -0.664  -1.993  0.367
Br  -3.678  -1.262  -0.688  0.136
C  -2.016  -0.564  -1.375  0.369
C  -2.674  1.529  -2.247  -0.093
C  -1.874  2.549  -3.008  -0.729
C  -0.553  2.771  -2.952  -0.577
C  0.372  2.192  -1.988  0.192
N  0.014  1.358  -1.102  0.156
H  -3.714  1.529  -2.574  0.753
H  -2.449  3.138  -3.714  0.536
H  -0.126  3.504  -3.625  0.557
H  1.413  2.525  -2.014  0.489

Output
LUMO (eV): -11.259
Gap between HOMO and LUMO (eV): 5.662
Net charge: +3

---

Record 5
Here is a molecular structure, C28H22MoO5S5Sb from OMol25. Energies are from ωB97M-V/def2-TZVPD.

Each line ends with the Mulliken spin population.
Positions of all 62 atoms, in Å:
Mo  -0.485  0.060  0.876  1.920
S  -1.799  -3.114  -1.159  0.460
C  -3.230  -2.443  -1.712  0.067
C  -4.000  -3.142  -2.709  0.031
C  -5.210  -2.715  -3.147  0.007
C  -5.764  -1.518  -2.610  0.052
C  -5.072  -0.806  -1.685  -0.010
C  -3.773  -1.199  -1.202  0.089
S  -3.072  -0.156  -0.072  0.276
H  -3.566  -4.059  -3.090  -0.005
H  -5.756  -3.281  -3.893  0.004
H  -6.735  -1.172  -2.944  0.009
H  -5.478  0.113  -1.284  -0.003
O  2.577  0.026  -1.371  0.009
C  1.974  0.867  -2.321  -0.014
C  0.597  1.437  -1.879  0.005
O  -0.012  2.186  -2.619  0.019
O  0.163  1.035  -0.729  0.000
C  1.698  0.048  -3.595  0.023
C  0.773  -0.990  -3.494  -0.034
C  0.517  -1.819  -4.571  0.003
C  1.188  -1.624  -5.774  0.002
C  2.103  -0.590  -5.885  0.000
C  2.356  0.244  -4.799  0.000
C  2.981  1.994  -2.571  0.004
C  4.334  1.656  -2.547  -0.002
C  5.313  2.615  -2.744  0.000
C  4.957  3.941  -2.965  0.000
C  3.616  4.283  -2.995  0.000
C  2.632  3.317  -2.806  -0.003
H  1.905  -0.469  -0.858  0.005
H  0.247  -1.159  -2.560  0.022
H  -0.210  -2.614  -4.464  -0.004
H  0.993  -2.273  -6.620  0.000
H  2.628  -0.426  -6.819  0.000
H  3.063  1.057  -4.903  0.000
H  4.610  0.629  -2.351  0.000
H  6.358  2.329  -2.715  0.000
H  5.721  4.698  -3.097  0.000
H  3.322  5.312  -3.158  0.000
H  1.589  3.592  -2.846  -0.001
S  -0.468  0.222  5.362  0.012
Sb  0.143  1.788  3.779  0.088
S  1.474  0.526  2.171  0.069
S  -1.667  1.679  2.042  -0.107
C  -1.376  -3.301  3.403  0.004
C  -0.595  -2.644  2.306  0.022
O  -0.902  -1.461  2.052  -0.019
C  0.470  -3.299  1.591  0.048
C  0.894  -4.582  1.997  0.001
C  1.910  -5.245  1.366  0.008
C  2.545  -4.610  0.276  0.008
C  2.161  -3.372  -0.148  0.002
C  1.099  -2.659  0.488  -0.008
O  0.770  -1.510  0.018  -0.061
H  -2.232  -2.674  3.634  -0.002
H  -0.750  -3.362  4.297  0.002
H  -1.698  -4.302  3.118  0.002
H  0.404  -5.043  2.846  -0.001
H  2.227  -6.225  1.698  0.001
H  3.361  -5.113  -0.233  0.001
H  2.649  -2.878  -0.979  0.000

Output
LUMO (alpha / beta) (eV): 4.384 / 3.194
Gap between HOMO and LUMO (alpha / beta) (eV): 5.994 / 5.055
Spin multiplicity: 4
⟨S²⟩: 3.81
Net charge: -2
Energy above the lowest of the compared OMol25 structures with the same formula, charge and spin (kcal/mol): 13.3

---

Record 6
Here is 2 unconnected molecules or ions with the total composition C28H22N2O4 from OMol25. Energies are from ωB97M-V/def2-TZVPD.

Each line ends with the Mulliken charge.
Positions of all 56 atoms, in Å:
C  0.351  -2.418  2.211  -1.332
N  -0.587  -3.426  2.152  1.225
O  -1.135  -3.859  3.216  -0.714
O  -0.944  -3.872  1.018  -0.720
C  1.347  -2.273  1.206  1.315
C  1.119  -2.654  -0.144  -0.501
C  2.042  -2.362  -1.137  -0.659
C  3.236  -1.705  -0.820  0.681
C  4.151  -1.361  -1.876  -0.070
N  4.888  -1.100  -2.751  -0.541
C  3.519  -1.371  0.518  -0.645
C  2.589  -1.640  1.505  -0.731
H  0.492  -1.933  3.174  0.358
H  0.204  -3.175  -0.388  0.530
H  1.836  -2.644  -2.171  0.435
H  4.473  -0.896  0.754  0.444
H  2.795  -1.375  2.546  0.386
C  1.588  4.566  1.750  -0.828
O  1.501  3.531  0.735  -0.435
C  0.542  2.580  0.889  0.967
C  0.548  1.517  -0.048  -0.622
C  -0.266  0.443  0.139  -0.536
C  -1.118  0.329  1.279  0.587
C  -1.780  -0.904  1.493  -0.853
C  -2.761  -1.199  2.485  0.437
C  -3.754  -2.186  2.207  -0.600
C  -4.662  -2.586  3.163  -0.446
C  -4.649  -1.982  4.425  0.126
O  -5.584  -2.431  5.361  -0.480
C  -6.749  -1.674  5.522  0.568
C  -7.968  -2.226  5.104  -0.407
C  -9.103  -1.414  5.127  -0.340
C  -9.030  -0.111  5.628  -0.485
C  -7.810  0.404  6.072  -0.511
C  -6.650  -0.372  6.015  -0.299
C  -3.685  -1.026  4.754  -0.583
C  -2.740  -0.662  3.802  -0.529
C  -1.208  1.465  2.131  -0.829
C  -0.380  2.553  1.968  -0.626
H  2.387  5.217  1.386  0.249
H  0.641  5.125  1.828  0.332
H  1.858  4.131  2.727  0.353
H  1.222  1.596  -0.899  0.465
H  -0.282  -0.356  -0.603  0.509
H  -1.661  -1.634  0.697  0.503
H  -3.780  -2.641  1.215  0.371
H  -5.405  -3.353  2.958  0.412
H  -8.001  -3.255  4.744  0.433
H  -10.053  -1.813  4.764  0.343
H  -9.931  0.509  5.677  0.361
H  -7.740  1.418  6.472  0.345
H  -5.678  0.007  6.334  0.221
H  -3.678  -0.575  5.746  0.524
H  -1.935  0.020  4.081  0.668
H  -1.971  1.501  2.905  0.806
H  -0.434  3.397  2.660  0.369

Output
LUMO (eV): -2.148
Gap between HOMO and LUMO (eV): 5.156
Net charge: 0
Energy above the lowest of the compared OMol25 structures with the same formula, charge and spin (kcal/mol): 0.3